1.
{"formula": "C3H3F", "method": "ωB97M-V with the def2-TZVPD basis set", "elements": ["C", "C", "C", "F", "H", "H", "H"], "xyz": [[1.13573, 1.46644, -0.01081], [0.44336, 0.50619, -0.19269], [-0.71041, -0.89869, -0.42395], [-1.09522, -0.79670, -1.68522], [1.37021, 2.46847, -0.23851], [-0.21787, -1.85882, -0.30223], [-1.47713, -0.49731, 0.18514]], "nbo_charge": [-0.3144, -0.0873, 0.1129, -0.3337, 0.2341, 0.1971, 0.1912], "homo_energy_ev": -10.42, "max_force_ev_per_a": 5.36, "e_above_lowest_ev": 1.3062, "multiplicity": 1, "smiles": "C#CCF"}



2.
{"formula": "C3H10NO2", "method": "ωB97M-V with the def2-TZVPD basis set", "elements": ["C", "O", "C", "C", "N", "H", "H", "H", "H", "H", "H", "H", "H", "H", "H", "O"], "xyz": [[0.66732, -0.23284, 0.16524], [1.71428, -1.07166, -0.26157], [-0.99857, -0.42647, 0.14307], [-1.75189, 0.73917, 0.98444], [-1.70083, -0.43240, -1.23364], [0.79342, 0.90799, -0.28109], [0.74404, -0.11288, 1.33621], [-1.24105, -1.48186, 0.52589], [-2.00376, 1.57012, 0.24664], [-2.76506, 0.48540, 1.42559], [-0.99803, 1.17530, 1.67520], [-0.96618, -0.81221, -1.87038], [-2.28034, -1.26300, -1.28866], [3.05816, -0.22567, -0.58050], [3.83312, 0.89290, -0.14372], [3.89538, 0.28811, -0.84272]], "mulliken_spin": [0.2887, 0.0016, -0.3972, 3.5827, 0.1881, -0.0623, -0.1203, -0.3320, -0.1746, -1.3459, -0.5231, 0.0603, -0.1733, -0.0060, -0.0004, 0.0138], "total_charge": -2, "homo_energy_ev": [4.42, -0.45], "max_force_ev_per_a": 2.49, "e_above_lowest_ev": 1.4968, "multiplicity": 2}



3.
{"formula": "C2H5ClOS", "method": "ωB97M-V with the def2-TZVPD basis set", "elements": ["C", "C", "O", "S", "Cl", "H", "H", "H", "H", "H"], "xyz": [[-0.65613, 0.62736, 0.58706], [0.76585, 0.14289, -0.13906], [0.59840, 0.00973, -1.48795], [1.20476, -1.47075, 0.72339], [-1.84610, -0.61491, 0.26789], [-1.05678, 1.60393, 0.15677], [-0.46970, 0.66788, 1.59994], [1.30531, 1.07860, 0.18977], [-0.35255, -0.05160, -1.68084], [0.50694, -1.99313, -0.21698]], "nbo_charge": [-0.4199, 0.0127, -0.7074, -0.0574, -0.0628, 0.2169, 0.2121, 0.1966, 0.4840, 0.1251], "homo_energy_ev": -9.30, "max_force_ev_per_a": 4.51, "e_above_lowest_ev": 0.7408, "multiplicity": 1, "smiles": "O[C@H](S)CCl"}



4.
{"formula": "C20H18Br2IrN5O3S", "method": "ωB97M-V with the def2-TZVPD basis set", "elements": ["Ir", "N", "C", "S", "N", "N", "C", "C", "C", "C", "C", "C", "C", "O", "H", "H", "H", "H", "H", "H", "H", "C", "C", "C", "C", "C", "C", "Br", "C", "C", "Br", "C", "O", "C", "N", "H", "H", "H", "H", "H", "H", "C", "C", "N", "O", "H", "H", "H", "H", "H"], "xyz": [[-0.21389, -0.28427, -0.67013], [2.70240, -1.85642, -3.51043], [1.98459, -1.37651, -2.47435], [0.59897, -0.39917, -2.87972], [2.37970, -1.65577, -1.27623], [1.57918, -1.17938, -0.24960], [1.93534, -1.61541, 0.90680], [1.24594, -1.46939, 2.16124], [1.75518, -2.18016, 3.26218], [1.10546, -2.18222, 4.47320], [-0.08558, -1.46155, 4.60209], [-0.59322, -0.73519, 3.54727], [0.06967, -0.70595, 2.30937], [-0.38839, 0.07195, 1.35421], [2.42864, -1.66412, -4.45493], [3.51687, -2.41600, -3.32885], [2.83198, -2.22895, 0.90018], [2.67383, -2.74144, 3.13654], [1.50802, -2.72958, 5.31346], [-0.61676, -1.47111, 5.54547], [-1.49843, -0.14989, 3.64719], [2.34269, 1.68652, 0.22138], [1.23828, 2.41789, -0.45661], [1.33252, 3.80103, -0.69960], [0.35571, 4.46916, -1.38395], [-0.77008, 3.75992, -1.83538], [-1.85486, 4.30865, -2.58991], [-1.83773, 6.11041, -3.06969], [-2.92571, 3.53141, -2.98929], [-2.98827, 2.18696, -2.65405], [-4.43245, 1.13968, -3.17162], [-1.95044, 1.58617, -1.89473], [-1.96132, 0.36840, -1.54179], [-0.82318, 2.40138, -1.52487], [0.16165, 1.74991, -0.86289], [3.14644, 2.36846, 0.48430], [2.73110, 0.91449, -0.44350], [1.96794, 1.19363, 1.12076], [2.20752, 4.32643, -0.34509], [0.44040, 5.52980, -1.57564], [-3.72642, 3.97325, -3.56490], [-1.71160, -4.11622, 0.71377], [-1.67246, -2.65802, 0.39464], [-2.55605, -1.85630, 0.96854], [-0.78637, -2.25391, -0.39461], [-2.63751, -4.40801, 1.20329], [-0.86994, -4.33612, 1.37259], [-1.57816, -4.68637, -0.20268], [-3.25573, -2.21837, 1.59159], [-2.50545, -0.85969, 0.81499]], "mulliken_spin": [0.1327, 0.0010, -0.0059, 0.0331, -0.0027, -0.0094, -0.0028, -0.0014, 0.0008, 0.0005, 0.0009, -0.0002, 0.0035, 0.0182, 0.0005, -0.0002, 0.0000, 0.0001, 0.0000, 0.0001, -0.0004, -0.0007, 0.0048, -0.0134, 0.0379, -0.0163, 0.2164, 0.0464, -0.0857, 0.1355, 0.0423, 0.1382, 0.2714, 0.0454, 0.0016, 0.0004, 0.0012, 0.0009, 0.0006, 0.0068, 0.0027, 0.0001, 0.0001, 0.0007, -0.0039, -0.0001, -0.0001, 0.0000, -0.0001, -0.0018], "total_charge": 1, "homo_energy_ev": [-10.32, -10.30], "max_force_ev_per_a": 1.67, "e_above_lowest_ev": 0.0191, "multiplicity": 2}



5.
{"formula": "C14H14F6N6O5PdS4", "method": "ωB97M-V with the def2-TZVPD basis set", "elements": ["Pd", "C", "N", "C", "C", "N", "C", "S", "C", "C", "C", "C", "C", "N", "H", "H", "H", "H", "H", "H", "H", "H", "H", "F", "C", "F", "F", "S", "O", "O", "N", "S", "O", "O", "C", "F", "F", "F", "C", "C", "C", "N", "H", "H", "H", "H", "H", "O", "S", "N"], "xyz": [[1.26198, 0.16903, -0.56414], [0.67830, -3.86605, -3.56337], [0.23905, -3.66076, -2.20475], [-0.16774, -4.73582, -1.43422], [-0.03517, -4.47410, -0.13698], [0.54418, -3.20059, 0.00774], [1.01601, -2.73166, -1.33959], [2.78283, -2.83194, -1.53659], [0.55897, -2.49707, 1.16978], [0.00755, -3.06041, 2.34428], [0.03977, -2.34651, 3.51539], [0.61068, -1.07877, 3.54789], [1.11011, -0.59252, 2.36146], [1.10987, -1.27008, 1.20544], [1.35982, -4.71945, -3.66181], [1.22451, -2.98271, -3.88554], [-0.19003, -4.01270, -4.21416], [-0.54272, -5.63797, -1.89202], [-0.28924, -5.09952, 0.69708], [-0.47176, -4.02581, 2.31992], [-0.39981, -2.77419, 4.41002], [0.63168, -0.47266, 4.44218], [1.52686, 0.40563, 2.30468], [-2.71183, 3.53860, 2.67904], [-2.62388, 3.53591, 1.34196], [-2.54793, 4.80186, 0.93509], [-3.77247, 3.03391, 0.86095], [-1.20825, 2.47461, 0.75458], [-0.99205, 2.92441, -0.59002], [-1.69629, 1.15445, 1.02407], [-0.02746, 2.75986, 1.76266], [0.79958, 4.07043, 1.95485], [2.17108, 3.96459, 1.55213], [0.09989, 5.29845, 1.66999], [0.91573, 4.04521, 3.78932], [1.50740, 2.92853, 4.23811], [-0.28715, 4.13780, 4.36546], [1.65004, 5.09068, 4.20593], [4.77736, 0.31519, 0.70810], [3.98699, 1.61511, 0.55074], [2.86310, 1.41634, -0.40960], [2.46291, 1.75095, -1.49617], [5.56951, 0.42315, 1.45295], [5.22608, 0.01244, -0.23883], [4.11291, -0.49591, 1.01082], [4.60615, 2.43887, 0.19539], [3.56634, 1.91980, 1.50817], [-1.71123, -1.46482, -0.34308], [-0.88593, -0.78256, -1.34723], [0.49917, -1.39815, -1.69225]], "nbo_charge": [0.4843, -0.4064, -0.4810, -0.0311, -0.1085, -0.4439, 0.3023, -0.5747, 0.4530, -0.3020, -0.1562, -0.3311, 0.0857, -0.5316, 0.1770, 0.2436, 0.1703, 0.1922, 0.1997, 0.2013, 0.1924, 0.2087, 0.2097, -0.3293, 0.7040, -0.3164, -0.3306, 2.2711, -0.9174, -0.9182, -1.2530, 2.2817, -0.9426, -0.9516, 0.6994, -0.3253, -0.3224, -0.3320, -0.5984, -0.4762, 0.1040, -0.4365, 0.1832, 0.2113, 0.2355, 0.2095, 0.2377, -0.9486, 1.3424, -0.8349], "total_charge": -2, "homo_energy_ev": -1.33, "max_force_ev_per_a": 1.25, "e_above_lowest_ev": 0.2775, "multiplicity": 1}